[1]
Computed, not measured: C9H12N4 as an isolated structure, with ωB97M-V/def2-TZVPD.

- Largest force on an atom: 3.9 eV/Å
- HOMO level: -10.01 eV
- Energy: -15479.74304 eV
- LUMO energy: -0.0958 Ha
- Gap between HOMO and LUMO: 7.4 eV
- Relative energy (zero: lowest compared OMol25 entry of this formula, charge and spin): 187.90 kcal/mol

Positions of all 25 atoms, in Å:
C 3.8202 -0.2486 0.5707
C 4.0564 -1.5856 0.5491
C 3.1796 1.1005 0.4774
C 5.0288 -0.0146 -0.1679
C -1.6838 -1.5812 -0.5415
C 1.9713 1.1842 -0.4904
C -1.5372 -0.4180 0.4509
C 0.8948 0.2580 -0.0032
C -0.5612 0.6525 -0.1103
N 5.0400 -2.1559 0.0481
N 4.2570 1.9925 0.0438
N 5.7262 -1.1349 -0.4689
N 5.2190 1.3293 -0.4519
H 2.8515 1.3285 1.5888
H -2.0763 -2.3572 -0.0244
H -2.4081 -1.2537 -1.2636
H -0.6907 -2.0016 -1.1242
H 2.3479 0.7278 -1.4012
H 1.6270 2.2319 -0.7796
H -1.0623 -0.6116 1.3972
H -2.4533 0.1397 0.5654
H 0.9818 0.1469 1.0495
H 0.8873 -0.6447 -0.5286
H -0.8663 0.8550 -1.1750
H -0.6137 1.5208 0.5628

---

[2]
Computed, not measured: a single C7H10 molecule, with ωB97M-V/def2-TZVPD.

- Largest force on an atom: 5.1 eV/Å
- HOMO level: -8.49 eV
- Energy: -7415.93972 eV
- LUMO energy: 0.0076 Ha
- Gap between HOMO and LUMO: 8.7 eV
- Relative energy (zero: lowest compared OMol25 entry of this formula, charge and spin): 117.49 kcal/mol

Positions of all 17 atoms, in Å:
C -1.1527 0.4533 -1.5732
C -0.2513 0.8496 -0.2794
C -0.1957 2.1698 0.1366
C -0.1484 -0.0196 1.9864
C -0.0597 -0.3398 0.5712
C 0.3271 -1.6861 0.1025
C 1.6540 -2.0154 0.2210
H -2.1465 0.0045 -1.4039
H -1.3469 1.3054 -2.2365
H -0.5933 -0.2392 -2.1549
H 0.7155 2.4832 0.7220
H -0.7782 2.9316 -0.5156
H 0.5263 -0.4359 2.6930
H -0.6712 0.9009 2.3184
H -0.2577 -1.9880 -0.8065
H 1.9424 -3.1121 0.1880
H 2.4362 -1.2622 0.0307

---

[3]
Computed, not measured: a 10-piece molecular cluster, C68H156N8O6 overall, with ωB97M-V/def2-TZVPD.

- Largest force on an atom: 3.2 eV/Å
- HOMO level: -16.98 eV
- Energy: -97190.14095 eV
- LUMO energy: -0.3854 Ha
- Charge: +6
- Gap between HOMO and LUMO: 6.5 eV
- Relative energy (zero: lowest compared OMol25 entry of this formula, charge and spin): 0.00 kcal/mol

Positions of all 238 atoms, in Å:
C 0.3663 0.2280 1.3924
C 1.3802 0.8271 0.4328
C 1.4325 0.0924 -0.9346
O 1.2596 2.2187 0.4184
H 0.4482 -0.8631 1.5213
H -0.6509 0.3686 1.0052
H 0.3694 0.5663 2.4303
H 2.4274 0.6670 0.7557
H 1.7034 0.7836 -1.7352
H 0.4206 -0.2840 -1.1539
H 2.0840 -0.7810 -1.0190
C -2.1247 1.4742 -3.1814
C -2.5539 1.3951 -4.6612
C -2.0767 2.6643 -5.4021
N -2.2193 2.7303 -6.9243
C -3.6825 2.4198 -7.3344
C -4.7393 3.3948 -6.8286
C -4.4914 4.8186 -7.2918
C -3.0176 5.1076 -7.0178
C -2.0070 4.0912 -7.5522
C -1.2646 1.7673 -7.5873
H -2.6662 2.2382 -2.6291
H -1.0952 1.8501 -3.1163
H -1.9829 0.4738 -2.7769
H -3.5818 1.0638 -4.8350
H -2.1202 0.5306 -5.1820
H -1.0031 2.6777 -5.2130
H -2.5440 3.5780 -5.0535
H -3.8281 1.4289 -6.8981
H -3.6745 2.2504 -8.4105
H -4.7508 3.4926 -5.7371
H -5.6902 2.9290 -7.0927
H -5.1449 5.4875 -6.7325
H -4.8025 4.9423 -8.3316
H -2.8536 5.3188 -5.9608
H -2.8386 6.0679 -7.5084
H -1.0439 4.4558 -7.1908
H -2.0573 3.9503 -8.6286
H -1.0470 0.9089 -6.9587
H -0.3338 2.3296 -7.6557
H -1.6986 1.5405 -8.5558
C 1.6041 8.1378 5.4091
C 2.0537 7.1307 4.3554
C 1.4004 5.7941 4.6437
N 1.7171 4.6595 3.6411
C 0.8179 3.4511 3.8397
C 1.0796 2.7066 5.1373
C 2.5463 2.3050 5.2183
C 3.4489 3.5144 5.1396
C 3.1635 4.2102 3.7930
C 1.5814 5.1897 2.2439
H 2.2754 8.9965 5.3329
H 1.6079 7.7126 6.4116
H 0.6607 8.6742 5.2838
H 3.1326 7.0236 4.2321
H 1.6970 7.4655 3.3778
H 0.3395 5.9809 4.4647
H 1.6425 5.4185 5.6333
H -0.2198 3.7742 3.7170
H 0.9130 2.7744 2.9852
H 0.6316 3.1009 6.0482
H 0.5730 1.7484 4.9590
H 2.7981 1.6672 6.0654
H 2.7535 1.6844 4.3392
H 3.3704 4.1878 5.9932
H 4.4549 3.0922 5.1774
H 3.8074 5.0582 3.5688
H 3.3007 3.4948 2.9788
H 2.5375 5.6035 1.9309
H 0.7397 5.8588 2.1067
H 1.4964 4.2878 1.6256
C 0.8794 -3.9073 1.4322
C 2.1937 -3.2349 0.8853
C 2.7481 -4.2796 -0.0953
N 3.9610 -3.9303 -0.9695
C 4.8212 -2.8976 -0.2146
C 6.0434 -2.5444 -1.0485
C 5.5911 -1.9026 -2.3547
C 4.6418 -2.8185 -3.0989
C 3.4508 -3.4211 -2.3233
C 4.6809 -5.2367 -1.1727
H -0.0141 -3.3808 1.0899
H 0.8583 -3.8565 2.5202
H 0.8373 -4.9594 1.1524
H 2.7706 -3.1720 1.8053
H 2.0001 -2.2523 0.4672
H 1.9546 -4.6125 -0.7696
H 2.9814 -5.1922 0.4522
H 4.1705 -2.0436 -0.0349
H 5.1976 -3.1921 0.7679
H 6.5542 -1.8380 -0.3874
H 6.7668 -3.3195 -1.3010
H 5.1095 -0.9574 -2.0781
H 6.3996 -1.6041 -3.0205
H 4.2351 -2.1870 -3.8968
H 5.2030 -3.6256 -3.5721
H 2.7129 -2.6773 -2.0211
H 3.0831 -4.2019 -2.9853
H 5.4379 -5.1588 -1.9439
H 3.9628 -5.9639 -1.5617
H 4.9676 -5.6098 -0.1939
C -0.1740 -7.2595 -5.6740
C -0.4184 -5.7810 -5.2955
C 0.6954 -4.8685 -5.8018
N 0.3592 -3.3612 -5.6643
C 0.0524 -3.0108 -4.2031
C 0.0328 -1.4934 -3.9718
C 1.3646 -0.8230 -4.4395
C 1.5035 -1.0564 -5.9478
C 1.5345 -2.5688 -6.1736
C -0.8859 -3.0288 -6.4960
H -0.8290 -7.9831 -5.1978
H 0.8195 -7.4591 -5.2546
H -0.0206 -7.5163 -6.7205
H -0.4557 -5.6371 -4.2148
H -1.3539 -5.3692 -5.6759
H 0.9403 -4.9449 -6.8597
H 1.5816 -4.8650 -5.1662
H 0.8123 -3.4668 -3.5682
H -0.9197 -3.4545 -4.0008
H -0.1828 -1.3139 -2.9220
H -0.6985 -1.0615 -4.6570
H 2.2524 -1.2727 -3.9900
H 1.3262 0.2261 -4.1509
H 2.4370 -0.6523 -6.3408
H 0.7322 -0.5802 -6.5571
H 2.4068 -2.9145 -5.6142
H 1.6385 -2.8645 -7.2167
H -1.7477 -3.3969 -5.9545
H -0.7328 -3.5955 -7.4146
H -0.9420 -1.9899 -6.8049
C -1.4571 -1.9044 3.8172
C -0.9834 -2.6589 5.0830
C -1.7124 -2.0562 6.2937
N -1.0231 -2.3936 7.6130
C -1.8131 -1.6985 8.7037
C -1.5422 -2.0819 10.1496
C -1.4409 -3.6174 10.3307
C -0.5446 -4.2484 9.2469
C -1.0860 -3.8971 7.8255
C 0.3669 -1.8644 7.6880
H -1.0325 -0.9054 3.9569
H -2.5373 -1.7366 3.8114
H -1.1097 -2.3080 2.8701
H 0.0883 -2.4836 5.1306
H -1.1944 -3.7181 4.9375
H -2.7757 -2.2779 6.3141
H -1.5880 -0.9730 6.2170
H -2.8773 -1.8424 8.4946
H -1.7576 -0.6102 8.6205
H -2.4227 -1.8674 10.7557
H -0.7117 -1.4937 10.5360
H -2.4068 -4.1184 10.3730
H -0.9215 -3.8797 11.2530
H -0.6398 -5.3352 9.2407
H 0.4935 -3.9952 9.4438
H -2.0977 -4.2339 7.6254
H -0.3284 -4.2506 7.1271
H 1.0477 -2.2280 6.9236
H 0.7707 -2.0767 8.6720
H 0.3507 -0.7792 7.5832
C -7.9910 -3.9429 2.6477
C -7.1787 -3.9785 1.3404
C -5.9196 -4.8376 1.4546
N -4.7914 -4.4641 0.4568
C -4.2117 -3.1194 0.9603
C -3.3286 -2.4912 -0.1253
C -3.8789 -2.4137 -1.5504
C -4.2908 -3.8193 -1.9479
C -5.3344 -4.3715 -0.9615
C -3.7309 -5.5539 0.6107
H -8.5048 -4.8865 2.8270
H -8.7002 -3.1185 2.6412
H -7.3804 -3.7934 3.5426
H -7.0095 -2.9332 1.0708
H -7.8687 -4.3856 0.6020
H -6.2155 -5.7556 0.9407
H -5.4578 -5.0188 2.4192
H -5.0272 -2.4756 1.2783
H -3.5413 -3.3047 1.7971
H -2.9113 -1.5384 0.2050
H -2.4730 -3.1763 -0.1807
H -4.7391 -1.7412 -1.5617
H -3.0722 -2.0090 -2.1622
H -4.8133 -3.8095 -2.9068
H -3.4423 -4.4958 -2.0567
H -6.1632 -3.6773 -0.8354
H -5.7413 -5.3396 -1.2475
H -3.3981 -5.5328 1.6417
H -2.9675 -5.3793 -0.1402
H -4.2480 -6.4756 0.3522
C -4.6545 5.7486 1.2752
N -3.1868 5.3880 1.1853
C -2.5203 6.3505 0.2229
C -2.6120 5.5706 2.5503
C -3.1823 3.9674 0.6440
C -1.8247 3.2518 0.6666
O -0.8641 4.0343 -0.0001
H -5.0037 5.7358 0.2407
H -4.8385 6.7287 1.7050
H -5.2343 4.9627 1.7522
H -2.9870 6.2375 -0.7503
H -1.4472 6.2198 0.2631
H -2.7823 7.3365 0.6073
H -2.5305 6.6016 2.8868
H -1.6136 5.1392 2.4704
H -3.2447 5.0493 3.2662
H -3.6158 4.1699 -0.3387
H -3.9842 3.3686 1.0769
H -1.9304 2.2899 0.1549
H -1.5158 3.0106 1.6892
H -0.1014 3.4021 -0.1065
C 4.8035 3.4978 0.5471
N 5.3005 3.1321 -0.8389
C 5.7252 4.3528 -1.5648
C 6.5792 2.3099 -0.5135
C 4.2445 2.3578 -1.5701
C 4.3997 2.3346 -3.1078
O 5.4507 1.4373 -3.4930
H 5.5577 4.0632 1.0925
H 4.6513 2.5590 1.0773
H 3.9317 4.1316 0.4017
H 6.3301 4.9581 -0.8917
H 4.8517 4.9922 -1.7303
H 6.1882 4.2694 -2.5432
H 6.9274 1.9271 -1.4715
H 6.1829 1.5031 0.0958
H 7.3254 3.0026 -0.1430
H 3.3134 2.9278 -1.4910
H 4.0309 1.3609 -1.1962
H 4.5839 3.3037 -3.5693
H 3.4489 2.0050 -3.5309
H 6.1884 1.9855 -3.7829
O 4.0995 0.4108 2.0408
C 5.4579 0.0874 2.2204
O 6.2732 0.9703 2.4771
O 5.7386 -1.1449 2.0481
H 3.7463 -0.4895 2.1278

---

[4]
Computed, not measured: a 7-piece molecular cluster, C64H57FN2O19S overall, with ωB97M-V/def2-TZVPD.

- Largest force on an atom: 1.0 eV/Å
- HOMO level: -8.93 eV
- Energy: -122721.20163 eV
- LUMO energy: -0.0613 Ha
- Gap between HOMO and LUMO: 7.3 eV
- Relative energy (zero: lowest compared OMol25 entry of this formula, charge and spin): 0.00 kcal/mol

Positions of all 144 atoms, in Å:
C 2.5349 -0.1951 5.0384
N 3.6369 0.6561 4.5939
C 3.6643 0.9058 3.1514
C 2.3275 0.8495 2.4375
C 2.1113 -0.1906 1.5503
F 3.0931 -1.1006 1.4073
C 0.9637 -0.3796 0.8084
C 0.8820 -1.5565 -0.1330
C 1.3467 -1.2067 -1.5497
C 2.8636 -1.1208 -1.6848
O 3.3904 0.1579 -1.3654
C 3.0463 1.1640 -2.3069
C -0.0526 0.5664 0.9749
C 0.1136 1.6325 1.8781
C 1.3034 1.7882 2.5987
C 1.5262 2.9599 3.5225
C 1.7340 4.2501 2.6966
C 2.9639 4.1728 1.8035
S 2.8688 5.2620 0.3946
O 1.8811 6.2696 0.5984
O 4.1994 5.6603 0.0505
O 2.3105 4.3013 -0.7586
C -1.0195 2.6012 2.0423
O -1.2260 3.1486 3.1029
C -1.8922 2.8422 0.8641
C -2.5738 4.0471 0.6383
C -2.5463 5.2240 1.5754
C -3.7863 5.3210 2.4912
C -5.0374 5.7639 1.7229
C -4.1084 4.0418 3.2666
C -3.3277 4.1706 -0.5282
C -3.4259 3.1195 -1.4257
N -4.2374 3.2591 -2.6089
C -3.7796 3.8720 -3.5562
O -3.3633 4.3801 -4.5201
C -2.7877 1.9181 -1.1873
C -2.0174 1.7911 -0.0467
C -1.3243 0.4997 0.2032
O -1.7985 -0.5170 -0.2502
H 1.6013 0.3737 5.0909
H 2.4504 -1.0790 4.4142
H 2.7505 -0.5184 6.0504
H 3.7137 1.4963 5.1418
H 4.0775 1.9032 2.9941
H 4.3644 0.2237 2.6793
H 1.5308 -2.3476 0.2461
H -0.1185 -1.9676 -0.1158
H 0.8586 -0.3106 -1.9336
H 1.0257 -2.0305 -2.1938
H 3.3191 -1.7983 -0.9645
H 3.1989 -1.4372 -2.6779
H 3.8964 1.8325 -2.4114
H 2.7957 0.7102 -3.2669
H 2.1597 1.7069 -1.9645
H 2.3909 2.7943 4.1575
H 0.6857 3.1272 4.1824
H 1.8913 5.0609 3.4040
H 0.8367 4.4336 2.1138
H 3.8759 4.4523 2.3250
H 3.1318 3.1750 1.3972
H 2.8242 3.4804 -0.7349
H -1.6489 5.2184 2.1852
H -2.5199 6.1395 0.9825
H -3.5948 6.0944 3.2365
H -4.8435 6.6812 1.1679
H -5.8234 5.9633 2.4500
H -5.4178 4.9763 1.0739
H -4.0577 3.1480 2.6460
H -3.4278 3.9246 4.1048
H -5.1208 4.0876 3.6670
H -3.8372 5.1010 -0.7291
H -2.8798 1.1139 -1.9021
C 3.6248 -4.9002 3.1510
C 2.7003 -4.0589 3.6033
C 2.0654 -4.2577 4.9305
O 1.2281 -3.4850 5.3443
C 2.5017 -5.4292 5.7329
C 3.4280 -6.2699 5.2794
C 4.0632 -6.0704 3.9506
O 4.9085 -6.8340 3.5362
H 4.0980 -4.7749 2.1859
H 2.3674 -3.2022 3.0307
H 2.0268 -5.5522 6.6983
H 3.7637 -7.1287 5.8467
C 4.8607 -2.2322 9.0715
C 5.1977 -3.5168 9.1509
C 5.5761 -4.2931 7.9408
O 5.8761 -5.4648 8.0149
C 5.5690 -3.5799 6.6384
C 5.2328 -2.2951 6.5582
C 4.8516 -1.5221 7.7686
O 4.5372 -0.3562 7.6745
H 4.5773 -1.6488 9.9382
H 5.2108 -4.0579 10.0884
H 5.8494 -4.1649 5.7708
H 5.2141 -1.7489 5.6217
C -0.0459 3.3202 -9.2898
C -1.0698 2.4805 -9.4137
C -2.1996 2.4982 -8.4501
O -3.1320 1.7303 -8.5609
C -2.1441 3.4884 -7.3459
C -1.1203 4.3281 -7.2214
C 0.0103 4.3115 -8.1839
O 0.9438 5.0756 -8.0746
H 0.7890 3.3258 -9.9789
H -1.1315 1.7510 -10.2113
H -2.9761 3.4855 -6.6572
H -1.0613 5.0565 -6.4224
C 0.3492 -5.2325 -1.3600
C 0.4433 -5.8553 -2.5319
C 1.7404 -6.3964 -3.0090
O 1.8359 -6.9647 -4.0746
C 2.9289 -6.2033 -2.1336
C 2.8332 -5.5721 -0.9664
C 1.5308 -5.0476 -0.4896
O 1.4196 -4.4621 0.5693
H -0.5771 -4.8159 -0.9841
H -0.4059 -5.9922 -3.1890
H 3.8649 -6.6011 -2.5046
H 3.6861 -5.4176 -0.3171
C -4.3009 -2.8884 0.1354
C -5.5094 -2.3474 0.0074
C -5.8687 -1.5432 -1.1913
O -6.9696 -1.0484 -1.3053
C -4.8315 -1.3673 -2.2398
C -3.6265 -1.9118 -2.1076
C -3.2682 -2.7139 -0.9157
O -2.1632 -3.2016 -0.8005
H -4.0124 -3.4746 0.9988
H -6.2806 -2.4610 0.7587
H -5.1104 -0.7755 -3.0929
H -2.8559 -1.7911 -2.8581
C -4.6930 -2.3970 -6.5175
C -5.1658 -2.7217 -7.7173
C -5.6439 -1.6807 -8.6643
O -6.0756 -1.9765 -9.7559
C -5.5719 -0.2653 -8.2193
C -5.0995 0.0577 -7.0187
C -4.6231 -0.9830 -6.0771
O -4.1892 -0.6890 -4.9806
H -4.3402 -3.1375 -5.8107
H -5.2266 -3.7462 -8.0615
H -5.9237 0.4763 -8.9248
H -5.0375 1.0816 -6.6733

---

[5]
Computed, not measured: CH6N5 as an isolated structure, with ωB97M-V/def2-TZVPD.

- Largest force on an atom: 3.1 eV/Å
- HOMO level (spin up / spin down): -14.91 / -14.91 eV
- Energy: -8573.45417 eV
- LUMO energy (spin up / spin down): -0.1849 / -0.1849 Ha
- Charge: +1
- Gap between HOMO and LUMO (spin up / spin down): 9.9 / 9.9 eV
- Relative energy (zero: lowest compared OMol25 entry of this formula, charge and spin): 73.95 kcal/mol

Positions of all 12 atoms, in Å:
C 1.2572 -0.9275 -0.5065
N 2.3926 -0.6875 0.3339
N 2.7580 0.3906 0.5242
N 1.3785 1.2944 -0.3295
N 0.6607 0.3747 -0.6685
N -0.9876 0.1935 0.5488
H 1.5727 -1.1237 -1.4798
H 0.6654 -1.6731 -0.0758
H 1.3573 2.2264 -0.6777
H -1.5652 0.8040 1.0977
H -1.0017 -0.7563 0.8426
H -1.3426 0.4505 -0.3524

---

[6]
Computed, not measured: a 2-piece molecular cluster, C9H14 overall, with ωB97M-V/def2-TZVPD.

- Largest force on an atom: 1.4 eV/Å
- HOMO level: -9.00 eV
- Energy: -9559.82351 eV
- LUMO energy: 0.0382 Ha
- Gap between HOMO and LUMO: 10.0 eV
- Relative energy (zero: lowest compared OMol25 entry of this formula, charge and spin): 8.25 kcal/mol

Positions of all 23 atoms, in Å:
C 1.9999 1.9522 -2.2837
C 1.8198 1.2911 -0.9155
H 2.8489 1.5706 -2.8392
H 1.0777 1.9093 -2.8786
H 2.1748 3.0235 -2.1686
H 1.3358 0.3188 -0.9697
H 2.8298 1.1373 -0.5080
H 1.3209 1.9609 -0.2122
C -1.1156 -2.5623 -0.5440
C -0.2190 -0.4275 2.4234
C -0.0859 -1.4116 1.4288
C -0.9679 0.7023 2.2007
C -0.9543 -1.3581 0.3468
C -1.7357 0.8001 1.0313
C -1.7077 -0.2167 0.0917
H 0.2929 -0.6305 3.3540
H 0.5421 -2.2846 1.5493
H -1.1453 1.4583 2.9586
H -2.3448 1.6792 0.8519
H -1.5307 -2.3140 -1.5219
H -1.8251 -3.2186 -0.0367
H -2.3869 -0.1997 -0.7541
H -0.2237 -3.1801 -0.6043

---

What did the fifth record say?
Computed, not measured: CH6N5 as an isolated structure, with ωB97M-V/def2-TZVPD.

- Largest force on an atom: 3.1 eV/Å
- HOMO level (spin up / spin down): -14.91 / -14.91 eV
- Energy: -8573.45417 eV
- LUMO energy (spin up / spin down): -0.1849 / -0.1849 Ha
- Charge: +1
- Gap between HOMO and LUMO (spin up / spin down): 9.9 / 9.9 eV
- Relative energy (zero: lowest compared OMol25 entry of this formula, charge and spin): 73.95 kcal/mol

Positions of all 12 atoms, in Å:
C 1.2572 -0.9275 -0.5065
N 2.3926 -0.6875 0.3339
N 2.7580 0.3906 0.5242
N 1.3785 1.2944 -0.3295
N 0.6607 0.3747 -0.6685
N -0.9876 0.1935 0.5488
H 1.5727 -1.1237 -1.4798
H 0.6654 -1.6731 -0.0758
H 1.3573 2.2264 -0.6777
H -1.5652 0.8040 1.0977
H -1.0017 -0.7563 0.8426
H -1.3426 0.4505 -0.3524